No. 1
C18H27ClN2O3 | ωB97M-V/def2-TZVPD

E, Eh: -1497.52634
Lowest unoccupied orbital energy, hartree: 0.0256
Highest occupied orbital energy, eV: -8.9
Gap between HOMO and LUMO, eV: 9.565
Molecular weight, g/mol: 354.88

Geometry as XYZ:
```
51
Properties=species:S:1:pos:R:3:forces:R:3:nbo_charge:R:1
C -2.603 1.484 5.501 -0.1 0.0 -0.2 -0.607
C -2.970 1.185 4.051 0.1 -0.2 0.0 -0.388
C -1.817 0.587 3.246 -0.1 0.3 0.0 -0.402
C -0.687 1.585 2.992 0.0 -0.5 -0.2 -0.418
C 0.457 0.951 2.193 0.0 0.8 0.1 0.177
O 0.923 -0.238 2.817 0.1 -0.2 0.1 -0.733
C 1.652 1.916 2.006 -0.3 0.0 -0.1 -0.412
C 1.302 3.264 1.377 0.2 0.1 0.1 -0.417
C 2.518 3.915 0.711 -0.2 0.0 -0.1 -0.386
C 2.841 3.292 -0.643 0.1 0.1 0.2 -0.615
C -0.009 0.588 0.783 0.0 -0.2 0.2 0.674
O -0.762 1.265 0.122 -0.1 0.2 -0.1 -0.614
N 0.543 -0.568 0.336 0.4 -0.6 -0.3 -0.453
N 0.513 -0.893 -1.019 -0.3 0.4 0.9 -0.313
C 1.667 -0.700 -1.704 0.4 0.0 -0.1 0.658
O 2.649 -0.227 -1.168 0.1 0.0 -0.2 -0.600
C 1.701 -1.174 -3.147 0.1 0.0 -0.1 -0.466
Cl 1.148 -2.862 -3.286 0.2 -0.2 -0.2 -0.038
C -0.748 -1.303 -1.522 -0.6 -0.1 -0.1 0.235
C -1.369 -0.607 -2.550 0.2 -0.1 0.2 -0.241
C -2.608 -1.021 -3.002 0.0 -0.1 -0.1 -0.199
C -3.236 -2.110 -2.422 -0.1 0.0 -0.1 -0.213
C -2.629 -2.781 -1.374 0.0 0.0 0.1 -0.190
C -1.387 -2.378 -0.918 0.1 0.1 -0.1 -0.239
H -1.847 2.262 5.564 0.1 0.1 0.1 0.197
H -3.479 1.823 6.049 0.0 0.0 0.1 0.211
H -2.221 0.589 5.989 0.1 -0.1 0.1 0.199
H -3.310 2.102 3.565 -0.1 0.0 -0.1 0.195
H -3.802 0.477 4.040 -0.1 0.1 0.0 0.201
H -1.424 -0.288 3.769 0.0 0.0 0.0 0.200
H -2.198 0.251 2.279 0.0 -0.1 0.0 0.213
H -0.287 1.957 3.939 0.1 0.1 0.0 0.197
H -1.076 2.429 2.423 0.0 0.1 0.0 0.233
H 1.197 -0.012 3.713 0.1 0.0 -0.1 0.479
H 2.113 2.078 2.986 0.0 -0.1 0.0 0.201
H 2.385 1.400 1.382 0.1 -0.1 0.0 0.222
H 0.910 3.931 2.147 -0.1 0.0 0.0 0.201
H 0.524 3.128 0.625 -0.1 0.1 0.0 0.227
H 3.383 3.832 1.373 0.1 0.1 0.0 0.190
H 2.314 4.978 0.568 0.1 0.0 0.1 0.199
H 3.717 3.767 -1.078 0.1 0.0 -0.1 0.207
H 3.038 2.227 -0.560 0.0 -0.1 -0.1 0.220
H 2.003 3.427 -1.324 -0.1 0.0 -0.1 0.200
H 1.266 -1.003 0.896 -0.1 0.0 -0.2 0.430
H 2.735 -1.131 -3.492 -0.2 0.1 0.1 0.251
H 1.067 -0.566 -3.790 0.1 0.0 0.1 0.236
H -0.898 0.268 -2.970 0.0 0.1 0.0 0.220
H -3.091 -0.482 -3.803 0.0 0.0 -0.1 0.217
H -4.204 -2.429 -2.779 -0.1 0.0 0.0 0.215
H -3.122 -3.621 -0.909 0.0 -0.1 0.0 0.215
H -0.906 -2.893 -0.100 0.1 0.0 0.1 0.224
```
Forces are in eV/Å.

No. 2
C2H8N4 | ωB97M-V/def2-TZVPD

E, Eh: -299.93351
Lowest unoccupied orbital energy, hartree: 0.0336
Highest occupied orbital energy, eV: -7.7
Gap between HOMO and LUMO, eV: 8.659
Molecular weight, g/mol: 88.11

Geometry as XYZ:
```
14
Properties=species:S:1:pos:R:3:forces:R:3:nbo_charge:R:1
H 1.083 1.973 -0.329 -0.4 0.6 -0.7 0.348
N 1.552 1.096 -0.303 0.6 0.0 1.2 -0.796
C 0.789 0.126 -0.010 -4.1 -0.9 -1.5 0.577
N 1.320 -1.079 0.295 -2.1 -1.5 0.1 -0.860
N -0.661 0.049 -0.266 3.3 2.1 -1.1 -0.330
C -1.369 1.162 0.333 -2.2 0.7 -3.3 -0.408
N -1.231 -1.242 -0.159 1.6 -2.0 0.3 -0.709
H 0.848 -1.817 0.878 1.0 1.6 -0.8 0.420
H 2.232 -0.783 0.322 3.3 -1.0 0.9 0.409
H -2.479 0.998 0.023 1.7 0.8 0.6 0.193
H -1.275 1.015 1.334 -0.2 0.3 3.4 0.177
H -1.020 2.262 0.046 -0.6 -2.7 0.2 0.219
H -2.200 -1.209 -0.472 0.5 -0.1 -0.4 0.371
H -0.567 -1.932 -0.718 -2.4 2.1 1.0 0.386
```
Forces are in eV/Å.

No. 3
CH4Cl2NO3PS | ωB97M-V/def2-TZVPD

E, Eh: -1980.96904
Lowest unoccupied orbital energy, hartree: 0.0059
Highest occupied orbital energy, eV: -11.4
Gap between HOMO and LUMO, eV: 11.544
Molecular weight, g/mol: 211.99

Geometry as XYZ:
```
13
Properties=species:S:1:pos:R:3:forces:R:3:nbo_charge:R:1
C 0.018 0.299 -0.695 -2.1 -1.5 1.5 -0.886
N 0.147 -0.738 1.783 1.5 1.7 0.7 -1.231
O 0.056 1.892 2.329 -0.3 1.4 -0.6 -1.046
O 2.194 0.268 0.825 1.1 0.6 0.7 -0.924
O 1.369 -1.832 -0.231 -0.4 0.9 1.6 -0.919
P 0.235 0.586 2.895 0.7 -1.6 -1.1 1.891
S 1.124 -0.564 0.440 -0.8 -0.8 -2.8 2.313
Cl 2.034 0.386 3.722 -0.4 -0.2 0.7 -0.191
Cl -1.239 0.088 4.094 -0.3 -0.4 0.8 -0.214
H 0.378 1.017 -1.412 0.7 -0.2 -0.1 0.264
H -0.365 -0.672 -1.101 -0.2 1.3 -0.6 0.247
H -0.818 0.757 -0.086 1.1 -0.3 -0.7 0.250
H -0.548 -1.432 1.894 -0.6 -0.9 -0.2 0.445
```
Forces are in eV/Å.

No. 4
C6H11N | ωB97M-V/def2-TZVPD

E, Eh: -289.91097
Lowest unoccupied orbital energy, hartree: 0.0352
Highest occupied orbital energy, eV: -10.1
Gap between HOMO and LUMO, eV: 11.046
Molecular weight, g/mol: 97.16

Geometry as XYZ:
```
18
Properties=species:S:1:pos:R:3:forces:R:3:nbo_charge:R:1
C 0.437 -1.590 -0.051 -0.1 0.1 0.0 -0.403
C 0.217 -0.321 0.287 0.0 -0.2 -0.1 0.052
C -0.754 0.610 -0.394 0.0 0.0 0.0 -0.451
C -1.686 -0.034 -1.412 0.0 0.0 0.0 -0.606
C 0.972 0.307 1.445 0.1 0.0 0.0 -0.544
C 0.060 0.516 2.578 -0.7 0.1 0.7 0.290
N -0.706 0.656 3.433 0.8 -0.1 -0.8 -0.326
H 1.164 -2.198 0.481 -0.1 0.1 -0.1 0.202
H -0.102 -2.070 -0.863 0.1 0.1 0.1 0.208
H -1.348 1.114 0.381 0.1 -0.1 -0.1 0.224
H -0.168 1.407 -0.878 -0.1 -0.1 0.1 0.215
H -1.128 -0.506 -2.227 -0.1 0.1 0.1 0.205
H -2.345 0.720 -1.852 0.1 -0.1 0.1 0.218
H -2.313 -0.798 -0.940 0.1 0.1 -0.1 0.213
H 1.388 1.281 1.152 -0.1 -0.1 0.0 0.252
H 1.807 -0.322 1.768 -0.2 0.1 0.0 0.256
H 2.404 0.953 -1.486 0.0 0.0 0.0 -0.009
H 2.102 0.275 -1.422 0.1 0.1 0.0 0.006
```
Forces are in eV/Å.

No. 5
C7H9N4O3 | ωB97M-V/def2-TZVPD

E, Eh: -716.49848
Lowest unoccupied orbital energy, hartree: -0.1553
Highest occupied orbital energy, eV: -11.5
Gap between HOMO and LUMO, eV: 7.226
Total charge: +1
Molecular weight, g/mol: 197.17

Geometry as XYZ:
```
23
Properties=species:S:1:pos:R:3:forces:R:3:nbo_charge:R:1
C 1.860 -2.741 0.107 1.9 -0.7 -0.5 -0.682
C 1.260 -1.403 -0.148 0.4 0.0 2.4 0.496
N 2.008 -0.324 -0.128 0.9 1.7 -0.2 -0.471
C 1.621 1.022 -0.009 -5.0 0.6 -0.2 0.377
O 2.517 2.059 0.124 -0.5 -1.7 -0.4 -0.642
C 0.161 1.180 -0.056 6.0 -1.0 0.7 0.151
N -0.540 2.295 -0.093 -3.0 1.1 0.1 -0.555
C -2.017 1.927 -0.027 2.1 -0.5 -1.6 -0.205
C -1.975 0.454 0.035 3.6 -1.4 0.1 -0.022
N -2.983 -0.478 0.071 -2.2 0.0 0.2 0.511
O -2.656 -1.630 -0.124 0.6 -1.6 0.0 -0.440
O -4.135 -0.149 0.282 0.0 0.7 -0.1 -0.348
C -0.657 -0.007 0.064 -1.1 1.8 -1.2 0.204
N -0.032 -1.243 0.033 -1.1 1.7 -0.2 -0.488
H 2.934 -2.556 -0.172 -0.7 -0.8 0.5 0.240
H 1.497 -3.492 -0.601 -0.1 0.2 0.0 0.268
H 1.812 -3.226 1.148 -0.2 1.4 -1.3 0.287
H 2.995 -0.419 -0.160 1.0 -0.5 -0.1 0.446
H 2.173 2.854 -0.315 0.2 -0.3 0.0 0.508
H -0.346 3.315 -0.138 0.5 -1.7 0.1 0.448
H -2.478 2.302 -0.905 -0.8 0.4 -0.8 0.227
H -2.439 2.300 0.815 -1.4 1.5 2.5 0.222
H -0.582 -2.040 0.200 -1.2 -1.1 -0.1 0.467
```
Forces are in eV/Å.

No. 6
C23H54N3O5S | ωB97M-V/def2-TZVPD

E, Eh: -1847.39742
Lowest unoccupied orbital energy, hartree: 0.0782
Highest occupied orbital energy, eV: -4.9
Gap between HOMO and LUMO, eV: 7.022
Total charge: -1
Molecular weight, g/mol: 484.77

Geometry as XYZ:
```
86
Properties=species:S:1:pos:R:3:forces:R:3:mulliken_charge:R:1
C 2.318 3.823 2.316 -0.4 -0.3 -0.2 -0.953
C 0.921 4.441 2.635 -0.7 0.1 0.0 -0.332
C 0.868 6.000 2.596 0.3 -1.4 -0.1 0.528
O 1.898 6.610 2.656 -0.5 0.7 -0.2 -0.569
O -0.372 6.583 2.447 1.1 -0.3 0.8 -0.290
C -1.194 6.447 3.622 -1.8 -0.2 0.6 -0.581
C -2.110 5.175 3.655 -0.2 0.3 0.2 -0.524
S -3.752 5.438 2.823 -2.4 -2.7 -2.5 1.186
O -4.753 5.625 3.889 1.3 0.4 -0.2 -0.709
O -3.576 6.570 1.900 0.3 -0.5 1.1 -0.681
O -4.100 4.143 2.050 1.7 2.7 1.9 -0.716
H 2.513 3.704 1.217 -0.3 0.3 0.9 0.105
H 3.148 4.431 2.744 -0.7 -0.5 -0.2 0.281
H 2.306 2.783 2.731 0.3 0.9 -0.2 0.330
H 0.597 4.119 3.663 0.3 0.4 -0.8 0.271
H 0.104 4.078 1.956 0.9 0.2 0.5 0.400
H -1.883 7.330 3.627 0.7 -0.7 -0.2 0.404
H -0.631 6.492 4.587 0.2 0.0 -0.9 0.344
H -1.680 4.271 3.179 -0.2 0.7 0.4 0.186
H -2.369 4.984 4.727 0.2 -0.1 -0.9 0.322
C 4.735 3.974 -2.292 -0.1 0.0 0.0 -1.360
C 5.064 2.490 -2.377 0.0 0.0 -0.1 -0.357
N 3.997 1.605 -1.925 -0.1 -0.2 0.2 0.206
C 4.421 0.213 -1.813 0.2 0.1 0.1 -0.512
C 4.825 -0.513 -3.100 0.0 -0.3 0.0 -1.027
C 2.694 1.802 -2.554 0.0 0.3 0.0 -0.571
C 2.616 1.640 -4.076 -0.2 -0.1 -0.1 -1.114
H 4.495 4.267 -1.268 -0.1 0.0 0.0 0.267
H 5.596 4.562 -2.616 0.0 -0.1 0.0 0.425
H 3.900 4.248 -2.939 0.0 0.0 0.1 0.314
H 5.944 2.319 -1.749 -0.1 -0.2 0.0 0.425
H 5.371 2.260 -3.408 0.1 0.1 -0.1 0.257
H 3.634 -0.364 -1.316 -0.1 0.1 -0.1 0.192
H 5.272 0.176 -1.124 0.0 0.2 0.0 0.408
H 3.955 -0.809 -3.686 0.0 0.1 -0.1 0.129
H 5.359 -1.433 -2.846 0.0 0.0 0.0 0.408
H 5.488 0.083 -3.729 0.0 0.0 0.0 0.341
H 2.333 2.802 -2.299 0.2 0.0 0.0 0.307
H 1.963 1.132 -2.091 0.2 -0.1 0.1 0.290
H 3.464 2.094 -4.590 0.0 0.0 0.0 0.303
H 1.711 2.125 -4.450 0.0 0.0 0.0 0.434
H 2.552 0.591 -4.365 0.1 0.0 -0.1 0.222
C -0.689 -5.995 -1.347 0.1 -0.1 0.0 -1.605
C -0.495 -4.516 -1.640 0.0 -0.1 -0.1 -0.095
N 0.551 -3.881 -0.852 0.1 0.2 0.2 0.173
C 0.568 -2.429 -0.991 -0.2 0.1 0.1 -0.048
C 0.900 -1.848 -2.367 0.1 0.2 0.0 -0.584
C 1.859 -4.520 -0.902 0.0 -0.3 0.1 -0.675
C 2.536 -4.651 -2.271 0.2 0.0 0.0 -0.828
H -0.936 -6.160 -0.296 0.1 0.0 0.0 0.313
H -1.512 -6.385 -1.951 0.0 0.1 0.0 0.459
H 0.196 -6.584 -1.595 0.0 0.0 0.0 0.346
H -1.444 -4.014 -1.421 0.1 0.2 0.0 0.299
H -0.323 -4.392 -2.719 -0.1 0.0 -0.1 0.244
H 1.258 -2.007 -0.254 0.1 -0.2 0.0 0.393
H -0.418 -2.055 -0.697 0.0 -0.1 0.0 -0.425
H 1.970 -1.895 -2.576 0.0 0.0 -0.1 -0.174
H 0.622 -0.792 -2.390 0.0 0.0 0.0 0.371
H 0.361 -2.344 -3.177 0.0 0.0 0.0 0.366
H 1.769 -5.520 -0.469 -0.1 0.0 -0.1 0.403
H 2.538 -3.997 -0.220 -0.2 0.2 0.0 0.367
H 1.838 -4.946 -3.056 0.0 0.0 0.0 0.239
H 3.315 -5.416 -2.223 0.0 0.0 0.0 0.383
H 3.024 -3.723 -2.567 -0.1 0.0 -0.1 0.122
C -4.986 -1.298 3.910 0.0 -0.1 0.0 -1.448
C -4.451 -1.145 2.495 -0.1 0.1 0.0 -0.365
N -3.577 -2.230 2.064 0.3 -0.1 0.0 0.152
C -2.907 -1.952 0.799 0.1 0.2 0.0 -0.690
C -3.777 -1.817 -0.455 0.1 -0.1 -0.2 -1.114
C -4.121 -3.573 2.191 -0.1 -0.1 0.2 -0.619
C -5.412 -3.893 1.430 0.0 -0.3 0.0 -1.030
H -4.172 -1.358 4.636 0.0 -0.1 0.0 0.329
H -5.600 -0.432 4.165 0.1 0.0 -0.1 0.444
H -5.619 -2.182 4.019 0.0 0.0 0.0 0.299
H -3.884 -0.210 2.462 0.1 -0.1 -0.2 0.523
H -5.302 -1.013 1.812 -0.1 0.1 0.0 0.230
H -2.149 -2.722 0.619 -0.1 -0.1 0.1 0.304
H -2.341 -1.022 0.917 -0.1 0.0 0.1 0.365
H -4.106 -2.789 -0.824 -0.1 0.0 0.0 0.218
H -3.191 -1.359 -1.256 0.0 0.0 0.0 0.396
H -4.653 -1.188 -0.293 0.0 0.0 0.0 0.363
H -4.292 -3.775 3.253 0.0 0.2 0.0 0.395
H -3.352 -4.299 1.905 0.1 0.2 -0.1 0.306
H -6.141 -3.084 1.483 0.0 0.0 0.0 0.249
H -5.881 -4.783 1.860 0.0 0.0 0.0 0.382
H -5.215 -4.118 0.382 -0.1 0.1 0.0 0.282
```
Forces are in eV/Å.